No. 1
ORCA calculation (ωB97M-V/def2-TZVPD) on a cluster of 3 separate species, C39H46F17N2O4PS2 in total.

Each line ends with the Löwdin charge.
Atoms and positions in Å:
N  -4.84  3.87  -4.64  -0.29
P  -5.65  2.81  -3.81  0.70
C  -4.79  1.26  -3.49  -0.38
C  -5.30  0.06  -3.98  -0.09
C  -4.61  -1.12  -3.76  -0.07
C  -3.41  -1.11  -3.06  0.00
C  -2.90  0.08  -2.58  -0.25
C  -3.58  1.27  -2.79  -0.43
S  -2.90  2.78  -2.20  1.08
C  -2.20  2.14  -0.71  -0.36
C  -2.18  2.94  0.44  -0.24
C  -2.72  4.35  0.46  -0.16
C  -1.65  5.41  0.75  -0.18
C  -0.83  5.84  -0.48  -0.15
C  0.37  4.93  -0.74  -0.07
C  1.56  5.26  0.14  -0.44
F  2.46  6.06  -0.49  0.11
F  1.18  5.96  1.25  0.11
C  2.30  4.02  0.77  -0.42
F  1.36  3.16  1.20  0.12
F  3.01  4.42  1.83  0.13
S  3.53  3.10  -0.35  0.77
F  4.21  2.43  0.91  -0.12
F  4.50  4.33  -0.26  -0.12
F  2.85  3.72  -1.65  -0.14
F  2.57  1.84  -0.49  -0.14
F  4.56  2.37  -1.28  -0.11
C  -1.61  2.39  1.59  -0.03
C  -1.07  1.12  1.58  -0.02
C  -1.09  0.33  0.44  -0.13
C  -0.52  -1.07  0.45  -0.10
C  -0.81  -1.79  1.75  -0.19
O  -0.68  -3.20  1.62  -0.09
C  0.63  -3.67  1.66  -0.11
C  0.96  -4.20  3.05  -0.41
F  0.04  -5.14  3.41  0.13
F  0.92  -3.22  3.98  0.13
C  2.34  -4.92  3.15  -0.35
F  2.56  -5.21  4.46  0.14
F  2.27  -6.07  2.45  0.16
C  3.56  -4.11  2.66  -0.37
F  3.59  -4.15  1.31  0.15
F  3.40  -2.81  3.03  0.14
C  4.90  -4.59  3.23  -0.29
F  4.93  -5.95  3.29  0.10
F  5.89  -4.19  2.40  0.10
C  -1.65  0.86  -0.72  -0.19
N  -1.65  0.08  -1.91  -0.02
C  -0.47  0.32  -2.77  -0.04
C  -0.85  0.52  -4.23  -0.33
O  -1.25  -0.42  -4.88  0.13
C  -0.81  1.89  -4.79  -0.18
C  -1.91  2.37  -5.49  -0.04
C  -1.89  3.65  -6.00  -0.08
C  -0.77  4.45  -5.85  -0.07
C  0.33  3.97  -5.17  -0.08
C  0.31  2.70  -4.62  -0.04
H  -5.31  4.12  -5.50  -0.03
H  -6.01  3.22  -2.52  0.00
H  -6.86  2.36  -4.37  0.01
H  -6.23  0.04  -4.53  0.10
H  -5.00  -2.06  -4.13  0.11
H  -2.86  -2.02  -2.90  0.13
H  -3.46  4.41  1.25  0.12
H  -3.23  4.57  -0.47  0.07
H  -0.95  5.01  1.49  0.10
H  -2.12  6.28  1.20  0.11
H  -0.52  6.88  -0.39  0.12
H  -1.47  5.80  -1.36  0.12
H  0.70  5.05  -1.77  0.12
H  0.09  3.89  -0.62  0.11
H  -1.58  2.98  2.50  0.12
H  -0.64  0.75  2.50  0.11
H  0.56  -1.03  0.28  0.12
H  -0.96  -1.65  -0.36  0.12
H  -0.16  -1.43  2.55  0.12
H  -1.85  -1.60  2.03  0.12
H  1.36  -2.91  1.40  0.13
H  0.75  -4.49  0.96  0.15
H  5.08  -4.17  4.22  0.17
H  0.21  -0.54  -2.72  0.13
H  0.06  1.20  -2.41  0.11
H  -2.79  1.76  -5.61  0.11
H  -2.76  4.04  -6.51  0.09
H  -0.75  5.45  -6.26  0.10
H  1.21  4.59  -5.06  0.10
H  1.17  2.33  -4.08  0.11
C  8.03  -6.28  6.38  -0.06
C  8.80  -6.21  5.07  -0.50
C  8.74  -4.82  4.46  -0.05
O  8.33  -7.18  4.15  -0.05
H  6.97  -6.06  6.21  0.07
H  8.09  -7.29  6.80  0.08
H  8.41  -5.57  7.11  0.08
H  9.85  -6.48  5.26  0.14
H  7.71  -4.55  4.23  0.06
H  9.30  -4.78  3.53  0.08
H  9.15  -4.06  5.14  0.08
H  7.41  -6.99  3.95  0.07
C  -5.12  -2.00  2.04  -0.05
C  -4.90  -1.66  0.58  -0.49
C  -6.08  -2.09  -0.29  -0.05
O  -3.69  -2.24  0.10  -0.05
H  -5.23  -3.08  2.17  0.08
H  -4.27  -1.68  2.64  0.07
H  -6.02  -1.52  2.43  0.08
H  -4.75  -0.59  0.47  0.14
H  -6.21  -3.18  -0.23  0.08
H  -5.90  -1.83  -1.33  0.06
H  -7.01  -1.62  0.04  0.08
H  -3.77  -3.20  0.17  0.10

energy: -129514.29848 eV
ΔE to the lowest compared entry with this formula, charge and spin: 0.0 kcal per mole
M: 1024.88 g/mol
HOMO energy: -8.29 eV

---

No. 2
ORCA calculation (ωB97M-V/def2-TZVPD) on a structure of composition C8H14Cl3KN2O2S.

Each line ends with the Löwdin charge.
Atoms and positions in Å:
K  -0.23  0.20  1.45  0.86
C  1.05  -0.64  -1.92  -0.21
C  0.06  -1.75  -1.56  -0.20
N  -1.10  -1.32  -0.79  -0.13
C  -2.19  -0.67  -1.50  -0.27
C  -1.91  0.72  -2.08  -0.46
S  -1.23  2.01  -0.98  0.86
C  0.40  2.33  -1.69  -0.47
C  1.64  1.63  -1.10  -0.27
N  1.43  0.22  -0.80  -0.13
H  0.63  0.00  -2.69  0.09
H  1.92  -1.11  -2.40  0.12
H  0.58  -2.50  -0.95  0.12
H  -0.22  -2.26  -2.49  0.12
H  -1.46  -2.09  -0.24  0.11
H  -3.03  -0.60  -0.81  0.12
H  -2.56  -1.28  -2.35  0.12
H  -2.86  1.09  -2.47  0.07
H  -1.26  0.66  -2.96  0.06
H  0.57  3.40  -1.63  0.07
H  0.33  2.13  -2.77  0.07
H  1.94  2.12  -0.17  0.12
H  2.46  1.80  -1.81  0.12
H  2.20  -0.16  -0.27  0.12
Cl  1.68  -1.99  5.80  0.57
C  0.51  -0.68  5.54  -1.48
Cl  -1.04  -1.16  6.29  0.56
Cl  1.11  0.80  6.33  0.56
C  0.25  -0.37  4.00  -0.90
O  0.88  -1.08  3.19  -0.17
O  -0.56  0.55  3.81  -0.18

energy: -80327.17002 eV
ΔE to the lowest compared entry with this formula, charge and spin: 0.0 kcal per mole
M: 347.74 g/mol
HOMO energy: -9.11 eV

---

No. 3
ORCA calculation (ωB97M-V/def2-TZVPD) on an isolated molecule of C5H4.

Each line ends with the Löwdin charge.
Atoms and positions in Å:
C  -0.23  2.09  -1.08  0.11
C  -0.37  1.08  -0.43  -0.15
C  -0.34  0.07  0.63  -0.23
C  0.39  -1.17  0.32  -0.14
C  0.99  -2.19  0.10  0.11
H  -0.17  2.96  -1.69  0.02
H  0.17  0.64  1.42  0.12
H  -1.33  -0.16  1.03  0.12
H  1.55  -3.08  -0.10  0.03

energy: -5245.69164 eV
ΔE to the lowest compared entry with this formula, charge and spin: 11.6 kcal per mole
M: 64.09 g/mol
HOMO energy: -9.99 eV